Molecular formula: C38H74Cl2IN5O3PS
Method: DFT, ωB97M-V/def2-TZVPD

```
125
Properties=species:S:1:pos:R:3:forces:R:3:lowdin_charge:R:1
C 0.233033 -3.119643 4.207514 -0.051 0.021 -0.442 -0.0726
C -0.677960 -2.100753 3.506081 0.088 -0.376 0.304 -0.3258
C 0.191451 -1.070848 2.770431 -0.101 -0.050 1.131 -0.5813
Cl 0.721225 0.063005 4.063816 -0.029 0.015 -0.053 0.7576
N -0.341932 -0.225601 1.614538 -0.085 -0.082 0.114 -0.0351
C 0.781311 0.277738 0.640530 0.805 0.774 0.074 -0.4912
Cl 1.423719 1.773769 1.432606 -0.033 -0.228 -0.023 0.7725
C 1.976513 -0.686961 0.551488 0.051 -0.616 0.728 -0.1822
C 3.106085 -0.670492 1.609348 0.158 -0.225 -0.484 -0.2048
C 4.311817 0.164287 1.182683 -0.369 -0.095 0.602 -0.0998
C 5.162408 -0.406866 0.075396 -0.615 -0.263 0.582 -0.5373
O 5.850774 0.277480 -0.588753 0.982 0.845 -0.871 0.1649
O 5.188752 -1.769020 -0.062833 -0.128 -0.157 -0.279 0.0826
C 0.278328 0.633315 -0.823108 -0.430 -0.316 -0.664 -0.4090
C 0.663858 -0.445732 -1.856223 0.482 -0.105 0.263 0.0148
C 0.806823 1.980963 -1.346339 0.117 -0.049 -0.194 -0.2472
C 2.320465 2.142164 -1.588520 -0.069 0.571 -0.064 -0.7392
C 2.712742 2.107316 -3.060975 0.036 0.349 0.345 -0.1694
I 2.914520 4.110884 -0.868754 0.042 -0.149 0.027 0.8694
O -1.159331 0.711081 -1.013263 0.176 0.350 0.295 -0.1283
C -2.084724 0.652227 0.065664 -0.408 -0.032 -0.223 -0.5327
C -3.484186 0.567882 -0.619089 0.113 0.061 -0.292 -0.1556
C -4.696235 1.411532 -0.194364 -1.096 -0.269 0.013 -0.2803
N -5.711626 0.782589 0.652873 0.274 0.267 -0.054 0.0021
P -1.865713 2.307254 0.967811 1.110 -0.006 0.685 1.0668
C -2.987379 2.571293 2.400727 -0.526 -0.204 0.052 -0.3899
C -2.375230 2.196383 3.760948 -0.277 0.183 -0.231 -0.1614
C -2.232845 3.575534 -0.290601 -0.015 0.272 -0.189 -0.3711
C -1.487582 4.886777 0.056110 -0.216 -0.186 0.008 -0.1355
C -1.668967 -0.614357 0.892830 -0.726 -0.081 -0.137 -0.5028
S -3.037575 -0.761706 2.095520 0.069 -0.045 -0.002 0.9838
C -1.471359 -1.879379 0.048600 0.419 -0.454 -0.259 -0.1704
C -2.049488 -2.071085 -1.210753 0.055 -0.181 0.016 -0.0049
C -1.815160 -3.237240 -1.940003 0.149 0.137 0.504 -0.0928
N -1.034051 -4.230184 -1.521441 -0.053 0.195 -0.030 0.0929
C -0.447036 -4.047860 -0.347328 -0.058 0.262 0.215 -0.1094
C -0.622420 -2.919990 0.457684 -0.328 -0.004 -0.443 -0.0356
H -0.348001 -4.014545 4.406219 -0.040 -0.040 0.312 0.0877
H 1.048449 -3.438995 3.555501 0.120 0.017 -0.020 0.0818
H 0.656429 -2.728007 5.124604 0.056 -0.009 0.122 0.0768
H -1.348818 -2.656323 2.869858 0.040 0.064 -0.277 0.0551
H -1.287513 -1.622288 4.263259 -0.163 0.230 -0.101 0.0900
H 1.104810 -1.572875 2.498289 -0.016 0.076 -0.557 0.0612
H -0.616483 0.642215 2.107439 -0.004 0.245 -0.332 0.0341
H 2.473350 -0.555434 -0.401062 -0.185 0.207 -0.193 0.1023
H 1.565022 -1.695306 0.530210 -0.071 -0.049 -0.295 0.1040
H 2.788589 -0.407044 2.608940 -0.077 0.277 0.051 0.0588
H 3.464062 -1.700277 1.673547 -0.042 -0.104 0.184 0.1199
H 4.041177 1.180356 0.915084 0.016 0.114 -0.074 0.0864
H 4.966282 0.253550 2.052193 0.217 -0.007 -0.029 0.1385
H 4.307335 -2.079794 -0.299615 0.013 -0.270 0.220 0.1051
H 0.000294 -0.342534 -2.705548 -0.134 0.017 -0.068 0.1159
H 0.607518 -1.454108 -1.461511 -0.227 -0.108 -0.102 0.0766
H 1.680788 -0.318235 -2.216407 0.063 0.103 -0.051 0.0793
H 0.420782 2.794241 -0.744865 -0.072 -0.050 0.230 0.0263
H 0.324656 2.078854 -2.319242 -0.097 0.008 -0.085 0.1330
H 2.942759 1.480825 -0.998652 -0.003 -0.128 0.084 0.0305
H 2.147685 2.875498 -3.583925 -0.151 -0.095 -0.202 0.0748
H 3.757453 2.380713 -3.167952 0.168 -0.236 -0.087 0.0663
H 2.528263 1.134402 -3.508758 -0.020 -0.090 -0.107 0.0735
H -3.866235 -0.444331 -0.693492 0.007 -0.150 0.291 0.0889
H -3.266088 0.836632 -1.654555 0.110 0.160 -0.027 0.1271
H -4.505942 2.385895 0.236517 0.360 -0.016 -0.005 0.0722
H -5.236638 1.622225 -1.118487 0.178 0.112 -0.204 0.1038
H -5.888717 -0.170715 0.370846 -0.066 -0.087 0.122 0.0670
H -5.477031 0.812600 1.632850 0.004 -0.218 0.057 0.0270
H -3.957849 2.089996 2.292214 -0.056 0.048 -0.023 0.0439
H -3.199783 3.640690 2.396720 0.093 0.148 -0.199 0.0911
H -2.684327 2.922190 4.507522 0.028 0.056 0.125 0.0780
H -2.742651 1.230622 4.093322 0.198 -0.167 0.063 0.0371
H -1.289089 2.200270 3.721807 0.127 -0.037 0.094 0.0305
H -1.862618 3.191964 -1.238771 -0.056 -0.163 -0.063 0.0763
H -3.290085 3.786584 -0.420070 -0.100 -0.120 -0.023 0.0739
H -2.198698 5.673935 0.285947 -0.019 0.101 0.093 0.0727
H -0.830538 4.755952 0.912783 0.138 0.089 0.060 0.0555
H -0.887936 5.222766 -0.783668 0.113 0.041 -0.057 0.0672
H -3.170131 -2.090700 2.069792 0.067 -0.067 -0.013 -0.0642
H -2.649060 -1.326314 -1.688953 -0.045 0.111 -0.053 0.0942
H -2.271700 -3.360655 -2.911060 -0.068 0.007 -0.096 0.1193
H 0.208642 -4.837874 -0.006040 0.055 -0.080 0.016 0.1175
H -0.063090 -2.899597 1.370243 0.038 -0.051 0.137 0.0775
C 11.039967 -2.052594 4.133927 0.013 -0.016 0.002 -0.0879
C 9.685279 -2.706058 3.908311 0.122 -0.015 -0.052 -0.2729
N 8.578781 -1.771234 4.010269 -0.101 0.043 0.023 -0.2005
C 7.283114 -2.413229 4.090394 -0.103 -0.116 0.100 -0.2538
C 6.799092 -3.218388 2.876860 -0.177 0.055 0.048 -0.0809
C 8.656793 -0.607278 3.144093 0.109 0.144 -0.099 -0.2430
C 8.767865 -0.838920 1.630438 -0.061 0.085 0.020 -0.0686
H 11.057252 -1.515111 5.082522 -0.023 0.024 -0.006 0.0811
H 11.816619 -2.817118 4.160969 0.002 -0.005 -0.004 0.0744
H 11.298852 -1.355256 3.336683 0.001 0.004 -0.001 0.0653
H 9.538624 -3.470786 4.675480 -0.077 -0.005 -0.006 0.1178
H 9.705499 -3.236447 2.942862 0.004 -0.010 0.012 0.1028
H 6.538746 -1.645702 4.328092 0.030 0.051 -0.030 0.1047
H 7.300518 -3.078248 4.959639 0.080 -0.016 -0.016 0.1097
H 6.494074 -2.571487 2.055762 0.078 -0.037 -0.060 0.0330
H 5.925794 -3.813561 3.158875 0.017 -0.013 0.021 0.0678
H 7.556819 -3.909849 2.509337 0.031 0.019 0.002 0.0710
H 9.514871 -0.009971 3.459889 0.027 -0.053 0.017 0.1024
H 7.786689 0.022504 3.352050 -0.052 -0.058 0.027 0.1074
H 9.503744 -1.606554 1.389078 0.011 -0.009 0.018 0.0708
H 9.087001 0.082635 1.140703 -0.008 0.006 0.002 0.0780
H 7.818986 -1.127947 1.179678 0.033 -0.084 -0.010 0.0402
C -5.160967 0.681036 -5.124295 0.027 -0.005 0.044 -0.0908
C -6.484495 0.795445 -4.381114 0.051 -0.143 -0.019 -0.2828
N -7.325044 1.866521 -4.870124 -0.017 0.097 0.042 -0.2016
C -8.439083 2.174608 -3.989316 -0.065 0.072 0.148 -0.2484
C -9.512616 1.101222 -3.775167 -0.045 0.053 0.006 -0.0831
C -7.625553 1.828979 -6.292479 0.061 -0.021 -0.213 -0.2430
C -8.307133 0.573381 -6.851670 -0.036 0.060 -0.037 -0.0790
H -4.632483 1.635698 -5.123884 -0.027 0.022 -0.029 0.0789
H -4.526700 -0.062667 -4.636231 -0.006 -0.013 -0.007 0.0609
H -5.294980 0.362250 -6.157693 0.003 0.004 -0.007 0.0667
H -6.271337 1.004609 -3.327162 -0.078 0.019 0.021 0.0983
H -6.986891 -0.185817 -4.403306 0.034 -0.010 0.023 0.1033
H -8.915364 3.088351 -4.352680 0.013 -0.012 -0.070 0.1132
H -8.016419 2.435122 -3.012946 0.054 -0.045 -0.011 0.1059
H -10.159986 0.989740 -4.643348 0.032 -0.041 -0.024 0.0572
H -10.148551 1.384682 -2.934651 0.006 0.009 0.003 0.0717
H -9.078992 0.128064 -3.541505 0.015 -0.004 -0.009 0.0650
H -6.690865 1.980680 -6.838148 0.029 -0.025 0.050 0.1011
H -8.232073 2.705810 -6.528139 -0.044 0.004 0.081 0.1160
H -7.842404 -0.343347 -6.485344 0.016 0.002 0.007 0.0657
H -8.223400 0.567103 -7.939644 0.003 0.008 -0.002 0.0737
H -9.367989 0.536345 -6.610986 0.011 -0.045 0.058 0.0561
```
Positions in Å, forces in eV/Å.

## Properties
HOMO level ... -9.538 eV
Molar mass ... 909.9 g mol⁻¹
Charge ... +1
Orbital gap ... 0.2421 Ha
Lowest unoccupied orbital energy ... -2.95 eV